# 1
43
Properties=species:S:1:pos:R:3:forces:R:3:mulliken_charge:R:1 method="wB97M-V/def2-TZVPD" homo_lumo_gap_ev="4.302 / 4.710" homo_ev="-15.0 / -15.3" e_lumo_ev="-10.68 / -10.58" total_charge=+2 total_energy_ev=-50603.2577
C 1.3035 1.9587 -0.7255 0.3 0.5 -1.7 -1.15
H 2.2672 2.3927 -0.3654 0.2 -0.3 0.3 0.65
H 1.4864 1.8017 -1.7969 0.0 -0.1 0.2 0.33
H 2.1931 -0.7656 2.1444 1.2 0.5 0.6 -0.14
C 0.2363 3.0114 -0.5474 -0.7 -0.2 0.7 -0.15
H -0.7433 2.5797 -0.7705 -0.1 0.0 -0.2 0.20
H 0.1844 3.2852 0.5148 -0.1 0.1 0.0 0.33
C 0.4541 4.2723 -1.3682 0.1 0.3 -0.1 -1.40
H -0.3991 4.9506 -1.3342 0.0 -0.1 0.1 0.38
H 1.3151 4.8183 -1.0030 0.2 0.1 0.1 0.35
H 0.6467 4.0499 -2.4098 0.0 -0.2 -0.3 0.36
C -0.8344 -1.6473 0.4962 -0.4 -0.9 -0.2 0.81
C -1.4899 -0.9273 -0.5299 -0.6 0.2 -0.2 0.51
C -0.5503 -0.6214 -1.5370 -1.0 0.8 -0.7 0.35
C 0.7114 -1.1721 -1.1570 1.1 -1.4 0.6 0.52
C 0.5270 -1.8549 0.0956 0.6 0.1 -0.8 0.63
C 1.5602 -2.6305 0.8419 0.3 -0.7 0.4 -1.18
C 1.9530 -1.1877 -1.9760 0.3 0.1 -0.2 -1.29
C -0.8457 0.0018 -2.8474 -0.2 0.4 0.0 -1.46
C -2.9525 -0.7030 -0.6070 -0.3 0.5 0.1 -1.83
C -1.5018 -2.3472 1.6114 0.0 0.3 0.7 -1.65
Lu 1.3742 0.3022 0.7985 -0.6 0.9 1.6 1.23
H 2.8426 -1.4473 -1.3839 -0.2 0.0 -0.2 0.28
H 1.8640 -1.9584 -2.7582 0.0 0.1 0.1 0.43
H 2.1505 -0.2342 -2.4885 -0.2 -0.3 0.1 0.37
H 2.5866 -2.3372 0.5530 -0.5 -0.3 0.2 0.31
H 1.4675 -2.5287 1.9407 0.1 -0.1 -0.8 0.57
H 1.4628 -3.7065 0.6448 -0.1 0.0 -0.3 0.36
H -2.3423 -1.7686 2.0205 0.2 -0.2 -0.2 0.43
H -1.9074 -3.3206 1.2802 0.1 0.3 -0.1 0.35
H -0.8047 -2.5559 2.4339 -0.1 -0.1 -0.3 0.36
H -3.1956 0.1572 -1.2415 0.0 -0.2 0.1 0.44
H -3.4846 -1.5726 -1.0265 0.3 0.1 0.1 0.38
H -3.3788 -0.5163 0.3862 0.1 -0.1 -0.2 0.41
H -0.0707 0.7171 -3.1545 0.0 -0.3 0.1 0.31
H -0.9103 -0.7611 -3.6412 0.1 0.1 0.2 0.38
H -1.8054 0.5339 -2.8396 0.3 -0.2 0.0 0.39
C -0.5495 0.3854 3.8314 -0.5 -0.1 0.8 -0.70
O 0.2937 0.3565 2.6820 0.6 0.0 -0.9 -0.56
H -0.9199 -0.6325 4.0279 0.0 0.4 0.0 0.29
H -1.3655 1.0637 3.6040 0.0 0.0 0.2 0.28
H 0.0493 0.7325 4.6820 -0.4 0.0 -0.2 0.33
H 1.1219 -0.1741 2.9194 0.2 -0.2 0.1 0.18

=====

# 2
55
Properties=species:S:1:pos:R:3:forces:R:3:nbo_charge:R:1 method="wB97M-V/def2-TZVPD" de_lowest_kcal_mol=0.0 homo_lumo_gap_ev=10.601 homo_ev=-10.5 smiles="C[C@H]1COC(=O)O1.C[C@H]1COC(=O)O1.C[C@H]1COC(=O)O1.O=S1(=O)OCCO1.ClC(Cl)Cl" e_lumo_ev=0.06 total_energy_ev=-90947.4914
C 0.8929 -1.4296 -0.2109 -0.3 -1.2 -0.5 -0.62
C 0.2141 -0.1403 -0.5699 -0.1 0.5 1.4 0.06
C -1.2740 -0.0384 -0.2564 -0.9 -0.7 -0.1 -0.10
O -1.4327 1.2203 0.4021 0.2 -0.1 -0.2 -0.49
C -0.2123 1.6894 0.7383 -0.5 -0.2 -0.5 0.97
O -0.0285 2.7508 1.2236 0.2 0.7 0.7 -0.59
O 0.7371 0.8062 0.4110 0.4 0.2 -0.6 -0.51
H 0.8003 -2.1509 -1.0272 0.0 0.0 0.0 0.20
H 0.4345 -1.9091 0.6570 -0.1 0.2 0.0 0.22
H 1.9472 -1.3264 0.0250 0.1 0.4 -0.2 0.23
H 0.3876 0.2386 -1.5735 0.5 0.0 -0.1 0.21
H -1.6316 -0.8339 0.4020 0.2 0.0 0.2 0.18
H -1.9249 -0.0701 -1.1254 0.2 0.2 -0.2 0.23
C 4.7988 0.2409 -1.2112 1.2 -0.3 -0.1 -0.64
C 4.4510 0.8748 -2.5369 -0.2 -1.4 0.2 0.07
C 4.9397 0.0739 -3.7833 0.1 1.9 0.4 -0.09
O 3.7528 -0.4226 -4.3746 0.0 -0.5 -0.1 -0.49
C 2.6675 0.1455 -3.8040 0.8 0.5 0.2 0.98
O 1.5685 0.1077 -4.2452 -0.5 -0.4 0.0 -0.59
O 3.0183 0.7938 -2.6775 -0.1 0.5 -0.2 -0.49
H 5.8550 0.4265 -0.9777 -0.2 0.5 0.1 0.22
H 4.8082 -0.8518 -1.2606 -0.7 0.0 0.0 0.21
H 4.1610 0.6357 -0.4275 0.0 -0.1 0.2 0.24
H 4.7761 1.9121 -2.5481 -0.3 0.1 -0.2 0.20
H 5.6943 -0.6652 -3.5369 -0.3 -0.5 -0.1 0.20
H 5.3647 0.8102 -4.4689 0.2 -0.3 -0.2 0.19
C -2.0098 4.1767 3.7543 -0.2 0.2 0.6 -0.63
C -2.9634 2.9881 3.6452 1.4 0.7 0.4 0.05
C -3.1683 2.3448 5.0295 -1.6 -0.6 -0.6 -0.09
O -4.5362 2.7080 5.3264 0.4 0.2 0.7 -0.50
C -5.0634 3.4570 4.3510 0.4 -0.6 -0.6 0.97
O -6.1155 3.9871 4.3947 -0.8 0.4 0.1 -0.57
O -4.2544 3.4436 3.2641 0.0 0.0 0.2 -0.49
H -0.9750 3.8585 3.6549 0.0 0.0 -0.3 0.23
H -2.0962 4.6197 4.7531 -0.1 0.1 -0.1 0.20
H -2.2638 4.9607 3.0458 0.2 -0.2 -0.3 0.23
H -2.5707 2.2943 2.9075 -0.3 -0.1 -0.1 0.20
H -2.5549 2.7137 5.8437 0.3 0.0 -0.2 0.20
H -3.1788 1.2563 4.9746 0.4 0.0 0.2 0.19
O -2.5288 -1.9377 -2.6648 0.6 0.2 -0.1 -0.94
S -2.4219 -2.9134 -3.6998 0.2 -0.2 1.0 2.56
O -3.6181 -3.3207 -4.3209 0.1 -0.4 -0.6 -0.88
O -1.2997 -2.5533 -4.7530 -0.6 0.4 -0.3 -0.68
C -0.0137 -2.7674 -4.1497 -0.4 -0.2 0.1 -0.11
C -0.2361 -4.0807 -3.3700 1.3 0.3 -0.5 -0.10
O -1.6171 -4.1801 -3.0916 -0.6 0.2 -0.1 -0.68
H 0.6861 -2.8741 -4.9708 0.1 0.0 0.1 0.22
H 0.2346 -1.9029 -3.5382 0.1 0.0 0.1 0.21
H 0.3706 -4.0976 -2.4666 -0.3 0.0 0.2 0.19
H 0.1051 -4.8992 -4.0043 -0.4 -0.3 0.1 0.19
Cl -1.4278 -2.0890 3.0775 0.0 -0.1 0.0 0.02
C -0.4499 -1.9758 4.5392 0.2 -0.2 0.1 -0.29
Cl -0.0102 -3.5696 5.1683 -0.1 0.0 -0.1 0.02
Cl -1.2697 -1.0417 5.7731 -0.1 0.2 0.1 0.03
H 0.4818 -1.4934 4.2832 0.0 0.2 0.0 0.23

=====

# 3
63
Properties=species:S:1:pos:R:3:forces:R:3:lowdin_spin:R:1 method="wB97M-V/def2-TZVPD" de_lowest_kcal_mol=27.6 homo_lumo_gap_ev="7.049 / 5.950" homo_ev="-10.6 / -11.3" e_lumo_ev="-3.59 / -5.31" total_charge=+1 total_energy_ev=-370430.9451 multiplicity=6
Ru 0.9815 -1.0254 0.7525 0.7 1.2 0.3 2.74
Se 1.8881 -3.1130 1.4118 0.1 -0.6 0.1 0.52
Se 3.9078 -2.5542 2.2726 0.4 0.0 0.0 0.21
Te 4.9045 -0.7409 0.7044 0.2 -0.2 -0.3 0.35
Se 3.7154 -0.9955 -1.3451 0.2 -0.2 0.3 0.62
C -1.3355 -4.1324 3.2561 0.0 -0.1 -0.2 0.01
C -1.2658 -2.8188 2.5379 -0.1 -0.1 0.4 0.02
O -0.8671 -2.7289 1.3760 0.1 0.1 -0.2 0.08
N -1.6232 -1.7350 3.2483 0.0 0.2 0.1 0.00
C -1.5414 -0.3909 2.7101 0.2 0.1 -0.3 0.01
C -0.3317 0.3565 3.2230 -0.3 0.2 0.3 0.00
C -0.4643 1.4408 4.0819 0.1 -0.3 -0.2 0.00
C 0.6778 2.0870 4.5309 0.1 -0.2 -0.1 0.00
C 1.9128 1.6051 4.1279 -0.1 0.0 0.1 0.00
C 1.9617 0.5094 3.2846 0.3 0.1 0.2 0.01
N 0.8675 -0.0895 2.8250 -0.4 0.0 -0.2 0.06
H -1.2888 -4.9446 2.5355 0.0 0.0 0.0 0.00
H -2.2503 -4.2091 3.8366 0.0 -0.1 0.1 0.00
H -0.4740 -4.2185 3.9207 0.0 0.0 0.1 0.00
H -1.8888 -1.8437 4.2167 0.0 -0.1 -0.2 0.00
H -2.4505 0.1631 2.9525 0.1 -0.1 -0.1 0.00
H -1.4665 -0.4891 1.6143 -0.3 0.1 0.4 0.00
H -1.4488 1.7713 4.3820 0.0 0.0 0.0 0.00
H 0.6029 2.9366 5.1924 0.0 0.1 0.0 0.00
H 2.8265 2.0668 4.4592 0.1 0.0 0.1 0.00
H 2.9164 0.0916 2.9803 -0.2 0.1 -0.1 0.01
Ge -0.1034 -1.7725 -1.3010 -1.0 -0.2 -1.5 0.07
C 0.5360 -0.6189 -2.7898 -0.2 -0.4 1.0 0.03
C 1.4758 -1.1069 -3.6903 -0.1 -0.1 0.1 0.01
C 1.8310 -0.3479 -4.7909 0.2 0.0 0.0 0.00
C 1.2876 0.9143 -4.9670 0.0 0.1 -0.1 0.01
C 0.3713 1.4137 -4.0568 0.0 0.1 0.0 0.00
C -0.0046 0.6457 -2.9714 -0.2 0.0 0.0 0.01
C -2.0665 -1.6819 -1.0520 0.8 0.2 0.0 0.00
C -2.8114 -2.8366 -1.2640 0.2 0.0 -0.1 0.00
C -4.1918 -2.8015 -1.1785 -0.1 -0.1 0.1 0.00
C -4.8381 -1.6178 -0.8616 -0.1 0.0 0.0 0.00
C -4.1016 -0.4668 -0.6343 -0.1 0.0 0.1 0.00
C -2.7213 -0.5014 -0.7214 0.1 0.1 -0.1 0.00
H 0.1918 -3.2192 -1.7237 0.2 -0.1 0.2 0.01
H 1.9237 -2.0798 -3.5305 0.0 -0.1 -0.1 0.00
H 2.5444 -0.7384 -5.4985 0.1 0.0 -0.1 0.00
H 1.5766 1.5197 -5.8109 0.1 0.0 -0.2 0.00
H -0.0420 2.4041 -4.1791 0.0 0.1 -0.1 0.00
H -0.7249 1.0321 -2.2650 -0.1 0.0 0.0 0.00
H -2.3028 -3.7600 -1.5008 0.0 -0.1 -0.1 0.00
H -4.7680 -3.6987 -1.3488 0.0 -0.1 0.0 0.00
H -5.9151 -1.5896 -0.7839 -0.1 0.0 0.0 0.00
H -4.6028 0.4561 -0.3829 -0.1 0.1 0.0 0.00
H -2.1499 0.3971 -0.5288 0.0 0.1 0.0 0.00
Br 4.1202 4.5190 -3.3979 -0.2 0.0 0.1 0.00
C 2.5925 4.1553 -2.3381 0.1 -0.1 0.0 0.00
C 1.5288 5.0535 -2.2748 0.6 -0.2 -0.2 0.00
N 0.4529 4.8020 -1.5603 -0.7 0.5 0.1 0.00
C 0.3582 3.6802 -0.8753 0.3 -0.6 0.1 0.00
C 1.3798 2.7311 -0.8555 0.0 0.2 0.0 0.00
C 2.5246 2.9851 -1.6023 0.0 0.2 0.0 0.00
C 1.3073 1.4621 -0.0796 0.6 1.0 -0.1 0.02
O 0.1881 0.9093 0.0963 -0.9 -0.8 0.3 0.03
O 2.3590 0.9485 0.3669 -0.4 -0.2 0.1 0.14
H 1.5500 5.9953 -2.8056 0.1 0.0 -0.1 0.00
H -0.5571 3.5414 -0.3184 -0.1 -0.1 0.1 0.00
H 3.3359 2.2735 -1.6116 0.1 -0.1 0.0 0.00